# 1
C37H21Cl5F3N7O11S2W | ωB97M-V/def2-TZVPD

Properties
orbital gap	0.2547	Eh
net charge	0
E_HOMO	-8.43	eV
ΔE to the lowest compared entry with this formula, charge and spin	11.49	kJ/mol
2S+1	1

Structure (XYZ):
```
87
Properties=species:S:1:pos:R:3:forces:R:3
W 0.0541 0.9690 0.2614 0.18 -0.09 0.05
O 3.9346 -2.5537 -2.6956 -0.02 0.04 -0.02
C 2.9860 -3.1676 -3.3888 0.02 0.01 0.03
O 3.1993 -4.1933 -3.9806 0.00 0.00 0.01
C 1.6242 -2.5482 -3.4010 0.00 -0.03 -0.07
C 0.5481 -3.0782 -4.0909 -0.03 0.01 0.03
Cl 0.4481 -4.4216 -5.1185 0.02 0.00 -0.01
N -0.5250 -2.2799 -3.8642 -0.01 -0.01 -0.03
N -0.2101 -1.2472 -3.0786 -0.01 0.05 0.00
C 1.0699 -1.3911 -2.7900 0.09 0.01 0.07
C 1.6986 -0.3877 -1.8920 0.09 0.04 -0.11
O 2.8837 -0.3854 -1.6380 0.00 -0.04 0.01
O 0.8649 0.5402 -1.4758 -0.10 0.03 -0.08
C -1.8701 -2.3897 -4.3396 0.00 0.04 0.04
C -2.5585 -3.5853 -4.2314 -0.04 -0.02 0.03
C -3.8834 -3.6358 -4.6377 0.00 -0.01 0.01
C -4.5112 -2.4997 -5.1256 0.01 0.02 -0.02
C -3.8100 -1.3050 -5.2178 -0.01 -0.02 -0.02
C -2.4818 -1.2473 -4.8306 0.00 0.01 0.00
H 3.6184 -1.7111 -2.2837 0.00 -0.06 0.00
H -2.0788 -4.4593 -3.8144 0.02 0.01 0.00
H -4.4299 -4.5653 -4.5515 0.00 0.00 0.00
H -5.5489 -2.5423 -5.4281 0.00 0.00 0.00
H -4.2978 -0.4148 -5.5923 0.00 -0.01 0.00
H -1.9206 -0.3248 -4.8881 0.00 0.00 0.00
O -1.1473 2.0660 1.2462 0.07 0.08 0.13
C -1.2963 3.3970 1.4035 -0.04 -0.02 -0.04
C -1.4167 3.9286 2.6788 0.00 0.02 0.01
C -1.5829 5.2954 2.8196 0.00 -0.01 0.01
C -1.6314 6.1291 1.7068 0.00 0.02 -0.02
C -1.5241 5.5880 0.4393 -0.01 -0.02 0.01
C -1.3649 4.2143 0.2788 0.01 -0.01 0.05
C -1.3037 3.5721 -1.0199 0.07 0.07 -0.06
N -0.7949 2.3800 -1.2828 -0.03 -0.10 -0.02
C -1.0263 2.1127 -2.6151 0.00 0.03 0.00
C -1.6600 3.1746 -3.1657 0.00 -0.02 0.02
N -1.8195 4.0895 -2.1492 0.00 -0.03 0.01
H -1.3653 3.2651 3.5296 0.00 0.00 0.00
H -1.6678 5.7192 3.8116 0.00 0.00 0.00
H -1.7450 7.1972 1.8312 0.00 0.00 0.00
H -1.5380 6.2379 -0.4279 0.00 0.01 0.00
H -0.7361 1.1770 -3.0553 0.02 -0.04 -0.01
H -2.0069 3.3587 -4.1658 0.00 0.00 0.00
H -2.3180 4.9606 -2.2005 0.00 -0.02 0.00
Cl 6.7411 1.7778 1.3488 -0.01 -0.01 0.00
C 5.0685 2.0698 1.0733 0.02 0.03 0.00
C 4.6197 3.3787 0.8349 0.00 -0.02 -0.01
Cl 5.7351 4.6879 0.8407 0.00 0.00 0.00
C 3.2739 3.6289 0.5873 0.01 -0.09 -0.09
Cl 2.6482 5.1994 0.2971 0.00 0.03 0.00
C 2.4084 2.5473 0.5766 -0.01 0.03 0.12
O 1.0903 2.6109 0.3911 -0.06 0.08 -0.06
C 2.8378 1.2629 0.8476 0.04 0.05 0.02
O 1.8378 0.3897 0.8888 -0.05 0.01 0.07
C 4.1785 1.0002 1.0856 -0.02 -0.02 0.00
Cl 4.6812 -0.6197 1.3568 0.00 -0.01 0.01
F -5.0127 -0.6419 -0.7285 -0.10 0.03 -0.02
C -3.7272 -0.9108 -0.5370 0.00 0.02 0.09
F -3.6033 -1.5627 0.6309 0.00 -0.03 -0.01
F -3.3258 -1.7376 -1.5110 0.06 -0.03 -0.06
C -2.8714 0.3796 -0.5034 0.06 -0.05 0.02
O -3.3688 1.4658 -0.5862 -0.15 0.05 0.00
O -1.6150 0.0541 -0.3724 -0.10 -0.06 -0.15
N 3.0058 -3.8263 6.1929 0.02 -0.02 0.01
C 2.2464 -2.8691 5.5589 0.00 0.01 -0.02
C 0.9335 -2.6155 5.9707 -0.01 0.00 0.01
C 0.1855 -1.6291 5.3587 0.01 -0.01 0.00
C 0.7472 -0.8815 4.3332 -0.03 0.02 -0.03
C 2.0539 -1.1154 3.9173 0.03 0.02 -0.03
C 2.7978 -2.1023 4.5219 -0.02 -0.01 0.02
S -0.1976 0.3508 3.5319 -0.01 0.04 0.08
O 0.5731 1.5585 3.4048 0.03 -0.07 0.05
O -1.4867 0.4040 4.1577 0.02 -0.01 -0.03
N -0.3572 -0.2067 1.9777 -0.05 -0.01 0.05
C -0.2607 -1.5026 1.5782 0.04 0.01 -0.08
S -0.7985 -2.9578 2.3175 -0.01 -0.01 0.02
C -0.4004 -3.8012 0.8633 -0.01 0.01 0.00
C 0.0859 -2.9477 -0.0633 0.01 0.02 -0.02
N 0.1941 -1.6449 0.3599 -0.02 0.08 0.01
H 2.5190 -4.5269 6.7245 0.00 0.00 0.00
H 3.8221 -4.1616 5.7112 0.00 0.00 0.00
H 0.5042 -3.1978 6.7768 0.00 0.00 0.00
H -0.8331 -1.4322 5.6649 0.00 0.00 0.00
H 2.4786 -0.5327 3.1107 -0.02 -0.01 0.01
H 3.8155 -2.2845 4.1987 0.01 0.00 0.00
H -0.5025 -4.8706 0.7923 0.00 0.00 0.00
H 0.4196 -3.2248 -1.0511 0.00 -0.02 0.01
```
Positions in Å, forces in eV/Å.

# 2
C17H18BrN3O3 | ωB97M-V/def2-TZVPD

Properties
structure (SMILES)	Cc1ccc(OCCOc2ccc(Br)cc2/C=N\NC(N)=O)cc1
orbital gap	0.3222	Eh
net charge	0
E_HOMO	-8.40	eV
ΔE to the lowest compared entry with this formula, charge and spin	115.30	kJ/mol
2S+1	1

Structure (XYZ):
```
42
Properties=species:S:1:pos:R:3:forces:R:3
C -2.8374 -0.6288 3.9816 -0.08 0.02 -0.08
C -2.5252 -0.0325 2.6409 -0.08 0.05 0.00
C -2.2176 1.3141 2.5069 -0.10 -0.16 -0.04
C -1.9370 1.8674 1.2710 -0.02 0.07 -0.32
C -1.9647 1.0691 0.1345 -0.08 -0.14 0.21
C -2.2822 -0.2800 0.2551 0.07 0.20 -0.19
C -2.5567 -0.8195 1.4953 0.00 0.14 0.08
H -2.7939 -1.8704 1.5775 -0.02 -0.13 0.00
H -2.3069 -0.8899 -0.6343 0.03 -0.06 -0.12
O -1.7494 1.5593 -1.1310 -0.17 -0.10 0.05
C -0.6496 2.4205 -1.3294 0.50 -0.09 -0.32
C 0.3332 1.7366 -2.2862 -0.42 0.45 0.08
O 0.8062 0.5919 -1.6072 0.08 -0.30 0.06
C 1.5524 -0.3422 -2.2503 0.09 -0.29 0.02
C 2.0664 -0.1650 -3.5304 -0.10 0.20 0.12
C 2.8080 -1.1592 -4.1414 0.02 -0.19 0.11
C 3.0235 -2.3476 -3.4676 0.14 -0.18 -0.19
C 2.5110 -2.5489 -2.2017 0.02 0.16 -0.05
C 1.7854 -1.5489 -1.5576 0.09 0.50 -0.34
C 1.2545 -1.8737 -0.2271 -0.13 -0.14 0.13
N 1.0785 -1.1903 0.8310 -0.14 -0.25 0.43
N 1.4034 0.0957 0.9608 0.39 0.38 -0.63
C 1.0503 0.8096 2.0965 0.12 -0.42 0.13
O 1.1601 2.0162 2.1160 0.05 0.50 -0.02
N 0.6614 0.0328 3.1305 0.03 -0.20 0.24
H 0.4475 -0.9293 2.9242 -0.04 0.01 0.07
H 0.2395 0.4759 3.9262 0.01 0.07 -0.12
H 1.6943 0.6560 0.1637 -0.23 -0.12 0.23
H 0.9959 -2.9187 -0.0987 -0.04 -0.08 -0.02
H 2.6819 -3.4857 -1.6927 0.00 -0.08 0.04
Br 4.0292 -3.7334 -4.3038 -0.12 0.16 0.10
H 3.2050 -1.0102 -5.1331 0.03 0.00 -0.07
H 1.8909 0.7560 -4.0627 -0.03 0.09 -0.03
H 1.1575 2.4193 -2.5306 -0.07 -0.07 -0.01
H -0.1924 1.4438 -3.2024 0.08 0.01 0.05
H -1.0020 3.3542 -1.7822 0.08 -0.08 0.07
H -0.1399 2.6396 -0.3859 -0.04 0.02 -0.05
H -1.7030 2.9184 1.1985 0.05 0.09 -0.03
H -2.1968 1.9499 3.3804 0.03 0.06 0.11
H -2.3481 -1.5938 4.1005 0.03 -0.08 0.08
H -2.5215 0.0300 4.7869 0.02 0.01 0.11
H -3.9114 -0.7882 4.0783 -0.05 -0.05 0.11
```
Positions in Å, forces in eV/Å.

# 3
C17H23GeMnN2O5 | ωB97M-V/def2-TZVPD

Properties
⟨S²⟩	6.041
orbital gap (spin up / spin down)	0.1755 / 0.2746	Eh
net charge	0
E_HOMO (spin up / spin down)	-4.88 / -7.61	eV
ΔE to the lowest compared entry with this formula, charge and spin	0.00	kJ/mol
2S+1	5

Structure (XYZ):
```
49
Properties=species:S:1:pos:R:3:forces:R:3
Mn 1.4681 -0.7635 1.1617 -0.05 -0.18 0.10
O 3.8435 1.4569 3.7261 -0.03 -0.06 -0.01
C 2.8270 0.9321 3.0644 -0.04 -0.11 -0.03
O 2.8233 -0.2196 2.6673 0.04 0.20 -0.02
C 1.6407 1.8603 2.9549 0.03 0.01 0.16
O 0.6612 1.3520 2.0914 -0.01 -0.06 -0.06
C 0.5849 2.0714 0.8102 0.07 0.11 0.19
C 1.8868 1.8351 0.0323 -0.05 -0.24 -0.27
O 2.4003 2.7675 -0.5613 0.00 0.05 0.02
O 2.2908 0.6117 0.0441 0.13 0.15 0.03
H 4.5509 0.7945 3.7809 0.01 0.02 0.00
H 1.2315 1.9170 3.9706 -0.02 0.06 -0.04
H 1.9717 2.8639 2.6794 0.05 -0.03 -0.06
H -1.5157 1.7640 0.6894 0.02 -0.04 0.02
H 0.5100 3.1378 1.0343 -0.06 -0.01 0.02
N 0.3593 -2.0573 2.3649 -0.04 0.05 0.01
C -0.4167 -2.9643 1.5182 0.04 0.03 0.14
C -1.2481 -3.9528 2.0378 -0.05 -0.02 -0.02
C -1.9605 -4.7522 1.1559 0.03 0.03 -0.03
C -1.8476 -4.5576 -0.2155 -0.04 -0.05 0.01
C -1.0123 -3.5655 -0.7557 0.04 0.06 0.00
C -0.8541 -3.3019 -2.1382 0.02 0.03 0.01
C 0.0219 -2.2778 -2.5453 -0.04 -0.05 0.00
C 0.7218 -1.5552 -1.6215 0.00 -0.10 0.10
N 0.5987 -1.7807 -0.2718 0.10 0.15 -0.05
C -0.2695 -2.7592 0.1549 -0.04 -0.06 -0.15
H -0.2719 -1.4449 2.8804 0.01 -0.04 0.02
H 0.8808 -2.5741 3.0677 0.00 -0.02 -0.02
H -1.3400 -4.0852 3.1092 0.01 0.00 0.01
H -2.6115 -5.5269 1.5384 -0.01 -0.01 0.00
H -2.4120 -5.1826 -0.8972 -0.01 0.00 0.01
H -1.4058 -3.8872 -2.8610 0.00 0.00 -0.01
H 0.1616 -2.0569 -3.5952 -0.01 -0.01 -0.01
H 1.4142 -0.7723 -1.8979 0.00 -0.02 0.01
C -2.8081 1.9590 -2.1068 -0.12 -0.03 0.00
Ge -0.9579 2.3862 -1.6801 0.10 0.11 0.00
C -0.7228 4.3105 -1.4859 -0.01 0.13 -0.02
C 0.2209 1.6732 -3.0458 0.02 -0.08 -0.11
C -0.6278 1.5630 0.0830 -0.09 -0.05 0.08
H -3.1015 2.4198 -3.0503 -0.01 -0.01 -0.01
H -3.4769 2.3218 -1.3252 -0.02 0.00 -0.01
H -2.9362 0.8795 -2.1966 -0.01 0.00 -0.01
H -1.1266 4.8309 -2.3551 0.00 0.02 0.00
H 0.3353 4.5566 -1.3951 0.01 -0.04 0.02
H -1.2449 4.6747 -0.5993 -0.02 0.02 -0.01
H 0.0381 2.1998 -3.9837 0.04 0.01 -0.01
H 0.0212 0.6127 -3.2025 -0.01 0.05 0.00
H 1.2646 1.8048 -2.7640 0.03 0.02 -0.02
H -0.5608 0.4808 -0.0666 0.01 0.00 0.02
```
Positions in Å, forces in eV/Å.

- net charge of number 3 (C17H23GeMnN2O5)?
  0